Below is a cluster of 2 separate species, C5H12BN in total at a distorted geometry, with properties calculated with wB97M-V/def2-TZVPD.

XYZ file:
```
19
C5H12BN (wB97M-V/def2-TZVPD)
B 0.246 -0.518 0.232
C 2.016 -2.041 -0.640
C 1.366 -1.493 0.386
C 1.932 2.151 0.054
C -2.253 -1.215 0.274
C -1.509 1.119 -0.105
N -1.101 -0.269 0.167
H 2.917 -2.511 -0.548
H 1.371 -2.097 -1.492
H 2.018 -1.576 1.252
H 1.463 3.000 0.458
H 1.767 1.727 -0.962
H 2.871 1.983 0.687
H -3.111 -0.628 0.667
H -2.457 -1.630 -0.736
H -1.884 -1.963 0.910
H -2.131 1.148 -1.078
H -2.084 1.447 0.776
H -0.643 1.651 -0.252
```

Values from the calculation:
Electronic energy   -7541.174 eV
E_HOMO (alpha / beta)   -6.15 / -8.09 eV
Molecular weight   96.970 g mol⁻¹
Strongest force on any atom   3.4 eV/A
Energy above the lowest of the compared OMol25 structures with the same formula, charge and spin   4.329 eV


Below is the ion C24H20Cl2NO with charge +1 at a distorted geometry, with properties calculated with wB97M-V/def2-TZVPD.

XYZ file:
```
48
C24H20Cl2NO (wB97M-V/def2-TZVPD)
C 4.553 0.113 0.958
O 3.139 -0.193 0.954
C 2.770 -1.490 0.811
C 3.676 -2.575 0.869
C 3.196 -3.878 1.029
C 1.822 -4.126 1.126
C 0.959 -3.040 1.013
C 1.388 -1.742 0.794
C 0.176 -0.789 0.851
C -0.122 -0.059 -0.425
C -1.438 0.708 -0.350
C -2.652 0.154 -0.536
C -3.914 0.871 -0.504
C -5.124 0.141 -0.537
C -6.358 0.777 -0.474
C -6.408 2.181 -0.392
Cl -7.921 2.971 -0.324
C -5.221 2.933 -0.395
C -3.985 2.282 -0.452
C 1.024 0.883 -0.826
C 1.858 0.551 -1.888
C 2.968 1.344 -2.180
C 3.230 2.466 -1.382
Cl 4.713 3.308 -1.568
C 2.329 2.866 -0.387
C 1.223 2.057 -0.110
C -0.909 -1.771 1.187
N -0.428 -3.009 1.249
H 4.610 1.195 1.088
H 5.054 -0.403 1.791
H 5.015 -0.173 -0.001
H 4.746 -2.365 0.858
H 3.921 -4.687 1.099
H 1.426 -5.122 1.307
H 0.313 -0.063 1.672
H -0.204 -0.814 -1.225
H -1.367 1.789 -0.201
H -2.719 -0.923 -0.720
H -5.076 -0.948 -0.607
H -7.285 0.206 -0.492
H -5.278 4.019 -0.358
H -3.068 2.870 -0.468
H 1.642 -0.340 -2.483
H 3.641 1.084 -2.991
H 2.509 3.775 0.178
H 0.520 2.343 0.675
H -1.969 -1.544 1.279
H -0.974 -3.830 1.486
```

Values from the calculation:
Electronic energy   -53788.101 eV
E_HOMO   -10.86 eV
Molecular weight   409.336 g mol⁻¹
Strongest force on any atom   2.4 eV/A
Charge   +1


Below is the ion C3H8N3S with charge +1 at a distorted geometry, with properties calculated with wB97M-V/def2-TZVPD.

XYZ file:
```
15
C3H8N3S (wB97M-V/def2-TZVPD)
C 1.053 1.147 -0.509
C -0.144 1.218 0.541
C 1.388 -1.265 -0.516
N 1.522 0.009 -0.750
N -0.863 0.031 0.679
N -2.128 0.141 -0.037
S 1.843 -2.006 0.984
H 1.472 2.001 -1.031
H 0.344 1.425 1.503
H -0.649 2.157 0.279
H 1.237 -2.059 -1.242
H -2.132 -0.797 -0.461
H -2.066 0.883 -0.671
H -2.878 0.351 0.696
H 2.003 -3.237 0.535
```

Values from the calculation:
Electronic energy   -18535.305 eV
E_HOMO (alpha / beta)   -11.95 / -11.95 eV
Molecular weight   118.185 g mol⁻¹
Strongest force on any atom   3.0 eV/A
Charge   +1
Energy above the lowest of the compared OMol25 structures with the same formula, charge and spin   4.200 eV


Below is a cluster of 2 separate species, CH4IN2O in total, with properties calculated with wB97M-V/def2-TZVPD.

XYZ file:
```
9
CH4IN2O (wB97M-V/def2-TZVPD)
I -0.108 12.039 -23.985
C -2.170 14.532 -26.828
O -3.027 15.122 -27.489
N -1.970 14.771 -25.494
N -1.351 13.563 -27.342
H -1.164 14.378 -25.024
H -2.467 15.544 -25.093
H -0.797 12.986 -26.723
H -1.706 13.139 -28.180
```

Values from the calculation:
Electronic energy   -14234.381 eV
E_HOMO   -3.97 eV
Molecular weight   186.960 g mol⁻¹
Strongest force on any atom   0.7 eV/A
Charge   -1
Energy above the lowest of the compared OMol25 structures with the same formula, charge and spin   0.062 eV